1.
{
  "formula": "C31H44MgNO6PSi",
  "method": "ωB97M-V/def2-TZVPD",
  "e_lumo_ha": 0.0235,
  "homo_lumo_gap_ev": 7.669,
  "energy_ha": -2545.06952,
  "multiplicity": 1,
  "homo_energy_ev": -7.0,
  "charge": 0,
  "de_lowest_ev": 0.1240,
  "elements": ["P", "Si", "Mg", "O", "O", "O", "O", "O", "O", "N", "C", "C", "C", "C", "C", "C", "C", "C", "C", "C", "C", "C", "C", "C", "C", "C", "C", "C", "C", "C", "C", "C", "C", "C", "C", "C", "C", "C", "C", "C", "C", "H", "H", "H", "H", "H", "H", "H", "H", "H", "H", "H", "H", "H", "H", "H", "H", "H", "H", "H", "H", "H", "H", "H", "H", "H", "H", "H", "H", "H", "H", "H", "H", "H", "H", "H", "H", "H", "H", "H", "H", "H", "H", "H", "H"],
  "xyz": [[-1.230, -1.557, -1.660], [-2.072, 2.708, -1.471], [-0.153, 0.396, -0.248], [0.010, 1.342, 1.487], [-2.279, -1.525, -0.446], [1.688, 0.473, -1.220], [-1.158, -3.086, -2.139], [-2.130, -0.908, -2.821], [0.290, -0.831, 1.356], [-0.604, 1.819, -1.571], [0.184, -4.253, -0.462], [-1.772, -1.459, -5.157], [2.614, 2.399, -4.247], [-3.100, 2.649, -3.035], [1.645, 0.584, 4.081], [1.804, 0.509, 5.459], [5.086, 0.382, 0.160], [0.798, 0.022, 6.285], [-1.865, -0.863, 3.716], [0.444, 0.146, 3.529], [-3.631, -2.044, -0.494], [-1.792, 4.480, -0.982], [-3.720, -3.294, 0.345], [2.934, -1.311, -0.289], [1.659, 1.387, -2.307], [0.426, 3.047, -3.460], [0.078, -3.798, -1.899], [1.481, 3.193, -4.349], [4.078, -1.788, 0.336], [2.696, 1.481, -3.205], [2.890, 0.010, -0.690], [-0.581, -0.360, 4.325], [-0.388, -0.407, 5.700], [0.991, -0.056, 7.777], [-3.075, 1.886, -0.126], [5.161, -0.947, 0.554], [3.946, 0.874, -0.458], [0.439, 2.095, -2.421], [0.239, 0.232, 2.055], [-1.431, -0.519, -4.027], [2.746, 1.124, 3.205], [2.993, 0.426, 2.399], [-4.268, -1.251, -0.104], [1.410, 3.935, -5.134], [2.066, -1.942, -0.428], [3.872, 1.915, -0.739], [-2.653, -0.915, 4.467], [2.449, 2.065, 2.739], [-0.583, -4.990, -0.226], [3.570, 0.853, -3.099], [-4.765, -3.592, 0.454], [-0.352, -0.493, -3.837], [-1.198, -1.193, -6.046], [-2.214, -0.218, 2.907], [1.162, -4.707, -0.287], [3.651, 1.298, 3.786], [-1.540, -2.489, -4.886], [5.915, 1.054, 0.345], [-3.906, -2.223, -1.534], [-2.528, 1.840, 0.821], [1.238, -1.074, 8.087], [-1.167, 4.506, -0.085], [-3.568, 1.663, -3.118], [-1.186, -0.786, 6.331], [-1.739, 0.504, -4.234], [6.052, -1.322, 1.038], [0.920, -3.156, -2.170], [-2.509, 2.819, -3.938], [2.737, 0.846, 5.899], [-3.173, -4.116, -0.116], [3.427, 2.489, -4.954], [-3.898, 3.396, -3.015], [-1.727, -1.861, 3.294], [-0.452, 3.670, -3.575], [-2.833, -1.398, -5.403], [0.075, -3.411, 0.228], [0.068, -4.637, -2.591], [0.084, 0.235, 8.307], [-3.990, 2.457, 0.056], [-3.308, -3.114, 1.339], [1.800, 0.595, 8.106], [-2.740, 4.975, -0.755], [-1.287, 5.063, -1.756], [-3.364, 0.874, -0.419], [4.111, -2.819, 0.661]],
  "mulliken_charge": [-0.0753, 0.3077, 0.8694, -0.7166, 0.2551, -0.4334, -0.3826, -0.3077, -0.6615, 0.7129, -0.8296, -1.4892, -0.7944, -1.1845, 0.9402, -1.1086, -0.7464, 0.5853, -1.4424, 0.1382, -0.4752, -1.2452, -1.0694, 0.0313, 0.0917, -0.3668, -0.2372, -1.0823, -0.6887, -0.5750, -0.0830, 0.9402, -0.9818, -1.4451, -0.6228, -0.7427, -0.0318, 0.3655, 1.8120, 0.2685, -1.1054, -0.0353, 0.4158, 0.3966, 0.2629, 0.5376, 0.4321, 0.3336, 0.3188, 0.5488, 0.4278, 0.0685, 0.4279, 0.1455, 0.3781, 0.3838, 0.2717, 0.4029, 0.3534, 0.1035, 0.2786, 0.3158, 0.2047, 0.3893, 0.0662, 0.4025, 0.2719, 0.3681, 0.3304, 0.2419, 0.4107, 0.4522, 0.2786, 0.3031, 0.3304, 0.0623, 0.3448, 0.3692, 0.5548, 0.1577, 0.3677, 0.3707, 0.3311, -0.2284, 0.4577]
}

2.
{
  "formula": "C28H23AlF5O2PSSeSi",
  "method": "ωB97M-V/def2-TZVPD",
  "e_lumo_ha": 0.0000,
  "homo_lumo_gap_ev": 8.204,
  "energy_ha": -5403.65314,
  "multiplicity": 1,
  "homo_energy_ev": -8.2,
  "charge": 0,
  "elements": ["Se", "S", "P", "Si", "Al", "F", "F", "F", "F", "F", "O", "O", "C", "C", "C", "C", "C", "C", "C", "C", "C", "C", "C", "C", "C", "C", "C", "C", "C", "C", "C", "C", "C", "C", "C", "C", "C", "C", "C", "C", "H", "H", "H", "H", "H", "H", "H", "H", "H", "H", "H", "H", "H", "H", "H", "H", "H", "H", "H", "H", "H", "H", "H"],
  "xyz": [[1.769, -0.882, 2.180], [-0.687, 1.405, 2.129], [1.133, -2.022, -0.722], [1.893, -0.296, 4.465], [0.356, 0.113, 0.588], [-3.672, 4.610, -0.613], [-2.967, 5.524, 3.944], [-2.124, 2.435, -0.411], [-4.125, 6.167, 1.572], [-1.400, 3.357, 4.143], [-0.173, 0.436, -1.007], [-1.321, 1.118, -2.785], [-2.309, 3.178, 0.664], [0.152, -5.329, 1.497], [0.690, -1.429, 5.374], [3.485, -1.185, -1.854], [-0.799, -3.999, -0.740], [-3.345, 5.095, 1.664], [-1.035, -5.734, 0.907], [1.552, 1.516, 4.798], [-3.114, 4.299, 0.557], [-0.504, -0.959, -4.358], [0.647, -3.042, -4.629], [-0.606, 0.312, -2.258], [-0.116, -2.012, -5.163], [-2.756, 4.761, 2.870], [0.411, -3.599, -0.167], [0.614, -1.956, -2.471], [-0.138, -0.910, -3.011], [5.180, -2.596, -0.182], [2.946, -2.083, -0.929], [3.810, -2.782, -0.091], [-1.951, 3.642, 2.960], [0.861, -4.258, 0.977], [-1.707, 2.817, 1.864], [5.707, -1.702, -1.100], [3.669, -0.762, 4.894], [1.003, -3.014, -3.294], [-1.512, -5.060, -0.207], [4.855, -1.001, -1.941], [-0.406, -2.029, -6.205], [0.504, 1.760, 4.631], [0.689, -2.429, 4.938], [-1.596, -6.562, 1.321], [-2.451, -5.355, -0.659], [3.826, -0.723, 5.974], [0.520, -5.833, 2.382], [-0.327, -1.039, 5.327], [6.776, -1.546, -1.157], [-1.190, -3.475, -1.603], [3.895, -1.774, 4.554], [1.795, 1.748, 5.839], [0.964, -3.866, -5.255], [5.836, -3.143, 0.483], [5.257, -0.302, -2.663], [0.975, -1.516, 6.425], [1.592, -3.821, -2.873], [3.422, -3.474, 0.640], [2.830, -0.622, -2.509], [4.378, -0.082, 4.421], [1.747, -3.915, 1.489], [2.153, 2.159, 4.154], [-1.098, -0.143, -4.748]],
  "nbo_charge": [-0.7802, -0.3299, 0.8637, 1.5404, 1.5506, -0.2923, -0.2878, -0.2768, -0.2839, -0.2960, -0.9700, -0.5500, 0.3181, -0.1941, -1.1274, -0.2354, -0.2158, 0.2635, -0.1989, -1.1350, 0.3041, -0.1565, -0.1920, 0.8120, -0.1988, 0.2667, -0.2745, -0.3182, -0.1572, -0.2049, -0.2585, -0.2077, 0.3236, -0.2225, -0.2609, -0.2003, -1.1233, -0.1926, -0.2075, -0.1930, 0.2215, 0.2637, 0.2425, 0.2181, 0.2193, 0.2380, 0.2170, 0.2480, 0.2178, 0.2227, 0.2395, 0.2383, 0.2207, 0.2175, 0.2180, 0.2370, 0.2234, 0.2136, 0.2219, 0.2440, 0.2218, 0.2471, 0.2477]
}

3.
{
  "formula": "C2H4O3S",
  "method": "ωB97M-V/def2-TZVPD",
  "e_lumo_ha": -0.0152,
  "homo_lumo_gap_ev": 8.598,
  "energy_ha": -702.40737,
  "multiplicity": 1,
  "homo_energy_ev": -9.0,
  "charge": 0,
  "de_lowest_ev": 2.3448,
  "elements": ["S", "O", "O", "O", "C", "C", "H", "H", "H", "H"],
  "xyz": [[0.319, 2.226, 1.216], [-0.008, -1.430, -2.785], [-2.021, -0.228, -1.119], [0.715, -2.049, -0.723], [-0.806, -0.342, -0.694], [0.017, -1.265, -1.611], [0.019, 2.858, 2.362], [1.020, -2.805, -1.254], [0.189, 1.036, 1.753], [-2.415, -0.772, -1.833]],
  "nbo_charge": [-0.2816, -0.5662, -0.6154, -0.6692, 0.2462, 0.6294, 0.1290, 0.4916, 0.1462, 0.4899]
}

4.
{
  "formula": "C4H12N3S",
  "method": "ωB97M-V/def2-TZVPD",
  "e_lumo_ha": 0.1369,
  "homo_lumo_gap_ev": 6.395,
  "energy_ha": -722.03025,
  "multiplicity": 1,
  "homo_energy_ev": -2.7,
  "smiles": "NCNC[C@H](N)C[S-]",
  "charge": -1,
  "de_lowest_ev": 2.7230,
  "elements": ["S", "N", "N", "N", "C", "C", "C", "C", "H", "H", "H", "H", "H", "H", "H", "H", "H", "H", "H", "H"],
  "xyz": [[1.517, 1.772, -3.069], [0.507, 2.389, -0.162], [-0.409, -1.139, 0.096], [-0.849, -1.944, 2.441], [0.141, -1.618, 1.349], [0.322, 0.686, -2.083], [0.536, 0.962, -0.583], [-0.751, 0.262, 0.081], [-1.501, -2.637, 2.115], [0.175, -1.498, -0.766], [-1.244, 0.440, 1.046], [-1.437, -1.136, 2.541], [0.966, -1.127, 1.857], [1.364, 2.752, 0.266], [0.704, -2.513, 1.024], [1.494, 0.555, -0.132], [0.343, 2.973, -0.915], [-0.792, 0.739, -2.305], [0.502, -0.416, -2.265], [-1.586, 0.497, -0.538]],
  "nbo_charge": [-0.7172, -0.8752, -0.6687, -0.8452, -0.0628, -0.5309, -0.0597, -0.2326, 0.3416, 0.3776, 0.1763, 0.3422, 0.1581, 0.3530, 0.1707, 0.1822, 0.3713, 0.1726, 0.1696, 0.1775]
}

5.
{
  "formula": "C5H10F2",
  "method": "ωB97M-V/def2-TZVPD",
  "e_lumo_ha": 0.0318,
  "homo_lumo_gap_ev": 11.546,
  "energy_ha": -396.19230,
  "multiplicity": 1,
  "homo_energy_ev": -10.7,
  "smiles": "CC(C)(C)C(F)F",
  "charge": 0,
  "de_lowest_ev": 1.7910,
  "elements": ["F", "F", "C", "C", "C", "C", "C", "H", "H", "H", "H", "H", "H", "H", "H", "H", "H"],
  "xyz": [[-0.293, -0.064, 2.690], [-1.158, -1.728, 1.717], [1.108, -0.930, 0.311], [-0.981, -0.439, 1.588], [0.116, 1.354, 0.291], [-0.827, -0.569, -0.993], [-0.101, -0.074, 0.270], [0.466, 1.695, 1.362], [-1.767, 0.178, -1.017], [1.414, -1.032, 1.288], [-0.893, 1.874, 0.121], [0.748, 1.672, -0.590], [1.916, -0.519, -0.356], [0.749, -2.009, 0.122], [-1.125, -1.622, -1.312], [-1.880, 0.166, 1.545], [-0.110, -0.502, -1.813]],
  "nbo_charge": [-0.3577, -0.3261, -0.6149, 0.5823, -0.6224, -0.6314, -0.1344, 0.2431, 0.1969, 0.2174, 0.2085, 0.2261, 0.2164, 0.2181, 0.2419, 0.1173, 0.2190]
}

6.
{
  "formula": "C6H14N2",
  "method": "ωB97M-V/def2-TZVPD",
  "e_lumo_ha": -0.0328,
  "homo_lumo_gap_ev": 5.736,
  "energy_ha": -346.06455,
  "multiplicity": 1,
  "homo_energy_ev": -6.6,
  "charge": 0,
  "de_lowest_ev": 12.5882,
  "elements": ["N", "N", "C", "C", "C", "C", "C", "C", "H", "H", "H", "H", "H", "H", "H", "H", "H", "H", "H", "H", "H", "H"],
  "xyz": [[1.338, 0.771, 0.222], [3.916, -0.025, -0.803], [3.429, -0.593, 0.454], [-1.457, -0.015, 0.752], [-3.690, 0.518, -0.346], [2.507, 0.427, 0.997], [-3.383, -0.226, -1.452], [-2.920, 0.581, 0.910], [3.410, 0.643, -1.308], [2.293, 1.309, -0.045], [-1.963, -1.486, -1.478], [-1.327, -1.060, 0.885], [-4.605, 0.980, -0.044], [2.909, -1.541, 0.308], [-3.547, 0.970, 1.740], [4.281, -0.776, 1.125], [-1.041, 0.385, -0.226], [2.533, 0.516, 2.051], [-0.750, 0.447, 1.580], [-2.387, -0.785, -1.420], [4.290, -0.724, -1.447], [-3.836, -0.317, -2.454]],
  "mulliken_charge": [-0.4822, -0.5818, -0.0799, -1.0982, -0.1199, -0.2746, -0.5846, -0.1094, 0.1866, 0.1814, 0.6251, 0.4139, 0.3065, 0.2076, 0.3233, 0.2785, 0.3529, 0.3495, 0.2256, -0.6527, 0.1900, 0.3424]
}

Question: Which formula does entry 5 have?
Answer: C5H10F2